Here is a molecular structure, C41H45FeNP2 from OMol25. Energies are from ωB97M-V/def2-TZVPD.

The geometry in XYZ format:
```
90
Properties=species:S:1:pos:R:3:forces:R:3
Fe -0.8371 -0.4401 0.4574 -2.1 -0.6 2.1
C 3.7977 0.1805 -0.4856 0.6 0.2 0.2
C 3.2854 1.4002 -0.3064 0.9 0.0 1.0
C 3.4924 2.5282 -1.2624 0.2 0.3 -0.3
C 3.1954 2.2092 -2.7530 -0.1 0.7 -0.1
C 2.2456 1.0817 -3.0436 0.4 -0.4 -0.6
C 2.6291 -0.1978 -3.1133 0.0 0.4 -1.1
C 4.0327 -0.6849 -2.8995 0.2 -0.1 0.1
C 4.7212 -0.1573 -1.6283 0.1 -0.4 0.1
C -2.9441 -1.0896 -0.3510 -1.0 -0.6 -0.4
H 3.7005 -0.6292 0.2426 -0.1 0.7 -0.1
H 2.8726 1.7116 0.6689 0.1 -0.6 -0.7
H 4.5409 2.8769 -1.2031 -0.3 0.0 0.1
H 2.8720 3.3822 -0.9670 0.1 -0.1 0.1
H 2.7397 3.1139 -3.1832 0.2 -0.2 0.0
H 4.1475 2.0863 -3.2890 -0.3 -0.3 0.1
H 1.2543 1.4071 -3.3785 0.3 -0.4 0.2
H 1.9978 -0.9555 -3.5738 -0.1 0.4 0.5
H 4.6641 -0.4042 -3.7601 -0.2 -0.2 0.1
H 4.0386 -1.7833 -2.8577 -0.1 0.2 -0.1
H 5.3868 -0.9556 -1.2707 0.0 0.3 -0.1
H 5.3676 0.6850 -1.8838 -0.1 0.1 0.1
H -2.5530 -1.5524 0.5814 -0.3 0.1 -0.2
H -3.5311 -1.8491 -0.8875 -0.1 0.1 0.3
H -3.6305 -0.2697 -0.0870 0.5 -0.2 0.0
P 0.6774 0.8105 1.4761 -0.5 -1.1 -0.8
P -1.7462 -0.5614 -1.6092 1.1 1.7 0.4
C 0.3622 1.2348 -0.2496 1.5 1.6 1.5
C -0.3669 0.6248 -1.2930 -1.3 -1.1 -1.3
C 0.4276 2.2297 2.5100 0.1 0.7 0.2
C 1.0135 3.4437 2.1118 -0.3 -0.3 0.6
C 0.7859 4.5862 2.8702 -0.2 0.0 0.0
C -0.0728 4.5345 3.9737 0.0 -0.3 0.0
C -0.6875 3.3310 4.3496 0.3 0.2 -0.1
C -0.4239 2.1684 3.6310 0.4 0.0 -0.3
C 1.8303 -0.4254 2.0860 0.5 0.1 0.3
C 2.0118 -1.6592 1.4091 0.2 0.6 0.4
C 2.7093 -2.6844 2.0377 -0.1 0.3 0.1
C 3.1894 -2.5059 3.3385 0.1 0.1 0.2
C 3.0210 -1.2875 4.0033 -0.1 -0.1 -0.2
C 2.3491 -0.2401 3.3803 -0.1 -0.3 -0.5
C -2.7828 0.4251 -2.7088 -0.1 -0.2 -0.4
C -3.3279 1.6193 -2.2066 -0.3 0.0 -0.3
C -4.3225 2.2742 -2.9372 0.2 -0.2 -0.1
C -4.7174 1.7666 -4.1832 0.2 -0.3 -0.1
C -4.0946 0.6289 -4.7203 0.0 0.2 0.2
C -3.1254 -0.0536 -3.9765 -0.2 0.4 0.1
C -1.1707 -2.0815 -2.3658 -0.2 -0.4 -0.3
C -1.6115 -3.3558 -1.9651 0.2 0.3 -0.4
C -1.0582 -4.4837 -2.5689 0.1 0.0 0.0
C -0.0385 -4.3503 -3.5185 -0.1 0.4 0.0
C 0.4049 -3.0750 -3.9038 -0.4 -0.2 0.2
C -0.1866 -1.9433 -3.3434 0.0 -0.4 -0.2
H 0.6991 2.2578 -0.4429 -0.1 -0.1 -0.3
H -0.2773 1.1497 -2.2499 -0.3 -0.3 0.4
H 1.6482 3.4623 1.2273 -0.1 0.1 0.2
H 1.2759 5.5174 2.5940 -0.2 -0.1 0.1
H -0.2562 5.4339 4.5614 0.0 -0.2 -0.2
H -1.3612 3.2895 5.2071 0.2 0.1 -0.2
H -0.8596 1.2080 3.9150 0.0 0.3 -0.1
H 1.6811 -1.7679 0.3686 -0.1 0.0 0.4
H 2.8779 -3.6268 1.5174 -0.1 0.2 0.1
H 3.7138 -3.3200 3.8364 -0.1 0.2 -0.1
H 3.4118 -1.1318 5.0081 0.0 -0.2 -0.2
H 2.2023 0.7277 3.8662 0.1 -0.4 0.0
H -2.9770 2.0377 -1.2600 -0.1 -0.3 -0.2
H -4.7881 3.1787 -2.5365 0.2 -0.3 -0.2
H -5.5153 2.2585 -4.7444 0.3 -0.1 0.2
H -4.3605 0.2592 -5.7129 0.0 0.2 0.3
H -2.6277 -0.9446 -4.3666 -0.3 0.2 0.1
H -2.3872 -3.4562 -1.2070 0.3 -0.1 -0.2
H -1.4370 -5.4696 -2.2916 0.2 0.3 -0.1
H 0.3919 -5.2375 -3.9827 -0.1 0.2 0.2
H 1.1984 -2.9607 -4.6388 -0.2 -0.1 0.1
H 0.1147 -0.9412 -3.6519 -0.1 -0.3 0.1
C -3.7912 1.1360 2.4471 -0.2 0.6 -0.4
C -3.1716 -0.0603 3.0302 0.1 -1.8 1.9
C -3.6109 -0.6789 4.2355 0.5 0.8 -1.2
C -2.7746 -1.7851 4.4491 0.8 -0.3 -1.0
C -1.8688 -1.8258 3.3567 -1.8 0.9 1.3
C -0.8206 -2.8349 3.1632 0.7 -0.3 -0.1
N -2.0995 -0.7648 2.5178 -0.1 0.0 -0.5
H -4.3475 0.9087 1.5243 0.1 0.2 0.0
H -3.0414 1.9116 2.2346 -0.2 0.0 -0.1
H -4.5183 1.5498 3.1625 0.2 -0.1 -0.3
H -4.4344 -0.3253 4.8414 0.1 0.0 0.0
H -2.7873 -2.5011 5.2636 -0.1 0.1 -0.1
H 0.1568 -2.4510 3.4831 0.0 -0.2 -0.2
H -1.0516 -3.7186 3.7686 0.1 0.1 -0.2
H -0.7425 -3.1493 2.1131 0.1 0.0 0.1
```
Forces are in eV/Å.

The HOMO energy (spin up / spin down) is -5.37 / -5.80 eV. The value obtained for the frontier orbital gap (spin up / spin down) is 5.36 / 5.84 eV. As for the total energy: -3590.16870 a.u. The net charge is 0. Its spin multiplicity is 5. The value obtained for the energy relative to the best compared isomer or geometry (same formula, charge and spin) is 0.000 eV.